No. 1
A molecular structure, C34H45BrIN4O6S2SiZr, computed with the ωB97M-V functional and the def2-TZVPD basis.

orbital gap	7.56	eV
LUMO energy	-2.33	eV
highest occupied orbital energy	-9.9	eV
ΔE to the lowest compared entry with this formula, charge and spin	49.20	kcal per mole
total charge	+1

Atoms and positions in Å:
H1 2.395 -1.768 -5.213
H2 7.223 -1.651 1.528
Si1 1.906 1.261 1.714
S1 -4.816 1.901 -0.391
C1 -3.706 4.138 3.395
H3 -0.089 -4.549 -3.314
H4 -2.935 5.877 4.393
C2 -2.560 2.005 -4.657
O1 -1.394 0.146 0.443
H5 -2.139 -0.502 3.156
C3 -3.336 4.893 4.642
N1 1.265 -1.842 -2.120
H6 4.840 0.540 -1.023
C4 5.243 -2.386 1.188
H7 -0.966 -0.066 4.396
C5 -1.086 -0.258 3.331
H8 0.324 3.243 1.386
H9 -2.354 3.062 0.458
H10 -2.566 4.361 5.203
C6 -3.295 -1.088 -0.375
H11 -4.635 -1.186 1.340
O2 0.169 -1.566 1.770
C7 2.325 0.406 3.356
H12 -6.336 2.552 1.930
C8 -3.085 3.240 1.237
H13 -3.551 0.715 -6.031
H14 1.099 -5.248 -4.430
H15 -0.292 -4.341 -5.066
H16 1.451 0.074 3.920
C9 -0.082 -2.540 3.903
C10 6.424 -4.239 -0.505
H17 2.970 -0.464 3.205
H18 6.875 -4.966 -1.167
C11 0.434 -4.403 -4.256
C12 5.047 -4.247 -0.321
C13 -1.825 -0.871 -0.162
C14 -1.576 -0.373 -3.492
H19 2.862 1.112 3.996
C15 7.205 -3.308 0.158
H20 3.495 2.619 0.302
O3 -6.009 2.450 -0.961
C16 2.041 -2.787 -5.338
H21 4.319 1.217 0.998
C17 -5.334 2.938 2.070
C18 -4.993 3.630 3.219
C19 4.241 -0.263 -1.461
H22 2.894 -3.460 -5.428
C20 -4.177 -0.435 0.696
C21 6.616 -2.379 1.005
H23 1.441 -2.842 -6.245
C22 -0.321 2.379 -1.611
H24 -1.758 4.325 2.517
H25 1.545 3.563 2.617
O4 -3.625 1.805 -1.197
O5 2.155 0.811 -1.563
H26 -2.945 2.917 -5.092
O6 -0.986 -1.688 -0.676
Zr1 0.761 -0.322 -0.348
H27 -0.853 0.621 2.737
C23 -1.719 2.040 -3.546
H28 0.612 -3.290 3.531
C24 -2.895 0.773 -5.173
N2 1.209 -3.162 -4.194
H29 -5.738 3.785 3.990
H30 0.276 -2.130 4.848
C25 3.577 1.995 1.197
C26 4.452 -3.321 0.524
H31 -3.481 -2.153 -0.506
H32 -5.951 -0.001 -0.398
N3 -5.247 0.424 0.192
H33 4.777 -1.666 1.849
N4 -0.421 1.106 -1.846
S2 -1.159 3.418 -2.667
C27 2.840 -0.078 -1.012
C28 -0.275 -1.442 2.903
H34 -3.494 -0.600 -1.334
C29 1.242 -2.463 -3.095
H35 -4.196 5.031 5.294
C30 -1.226 0.871 -2.961
C31 -2.761 3.934 2.392
H36 -3.550 0.194 1.329
H37 4.654 -1.219 -1.156
H38 4.290 -0.145 -2.546
H39 -2.699 -1.361 -5.010
H40 -1.225 -1.281 -3.023
C32 -2.407 -0.406 -4.592
H41 0.280 2.774 -0.802
H42 -1.050 -3.007 4.104
I1 2.403 -3.257 0.910
H43 8.277 -3.311 0.013
C33 -4.374 2.750 1.084
H44 0.157 2.548 2.991
Br1 4.028 -5.525 -1.271
H45 3.971 2.619 2.004
C34 0.883 2.793 2.211

Atom charges from the Löwdin analysis, given in e for atoms 1 to 5:
1. H 0.10
2. H 0.11
3. Si 0.48
4. S 0.65
5. C -0.26



No. 2
A molecular structure, C27H21I2N2O6SeTeV, computed with the ωB97M-V functional and the def2-TZVPD basis.

orbital gap (spin up / spin down)	6.93 / 7.57	eV
2S+1	4
expectation value of S²	3.7587
LUMO energy (spin up / spin down)	1.65 / 1.63	eV
highest occupied orbital energy (spin up / spin down)	-5.3 / -5.9	eV
ΔE to the lowest compared entry with this formula, charge and spin	0.00	kcal per mole
total charge	-1

Atoms and positions in Å:
C1 -0.950 1.605 2.663
H1 0.270 -0.693 -2.786
O1 1.344 -3.247 -0.722
C2 3.813 -0.856 -1.274
C3 1.908 2.271 -2.622
I1 -3.913 -1.958 -2.438
O2 0.940 -2.997 1.350
C4 -1.487 0.578 1.686
H2 -2.695 2.845 2.546
C5 0.628 0.284 -3.083
H3 5.255 0.199 -0.083
H4 0.472 4.341 5.006
H5 -6.676 -0.650 2.477
V1 -0.139 -1.739 -0.041
H6 -5.065 -0.695 4.359
C6 1.468 2.828 -3.814
O3 -0.955 2.155 -0.046
C7 0.834 2.458 4.042
H7 7.184 -1.011 -1.034
O4 2.801 -3.958 0.738
H8 -1.084 -1.140 2.606
Se1 -2.372 -3.043 -0.261
C8 3.609 -1.827 -2.247
H9 1.786 3.825 -4.090
C9 6.183 -1.239 -1.378
C10 -2.970 0.294 1.878
H10 -5.904 0.008 0.217
C11 -5.641 -0.379 2.313
C12 5.983 -2.201 -2.356
H11 -3.557 0.592 -0.167
C13 -1.706 2.731 2.973
C14 5.098 -0.561 -0.838
H12 4.536 -3.253 -3.544
H13 2.606 -2.081 -2.563
H14 0.259 2.554 -5.564
O5 -0.761 -0.663 1.832
C15 0.074 3.576 4.351
C16 -1.197 3.710 3.810
C17 -3.413 -0.067 3.151
N1 1.756 -3.435 0.473
H15 6.829 -2.730 -2.776
O6 -1.194 -0.023 -0.569
C18 -3.881 0.329 0.830
H16 -0.494 0.291 -4.903
C19 0.611 2.114 -4.639
C20 -1.171 0.987 0.217
H17 -1.796 4.583 4.038
C21 1.490 0.998 -2.261
H18 2.562 2.834 -1.970
C22 0.326 1.479 3.200
C23 -4.737 -0.409 3.368
H19 -2.716 -0.062 3.984
C24 -1.803 -4.623 -1.023
H20 0.924 0.611 2.954
C25 -5.212 -0.006 1.050
C26 4.697 -2.492 -2.792
I2 -5.501 -0.803 -4.459
Te1 2.173 0.177 -0.447
H21 1.829 2.347 4.454
N2 -1.451 -5.610 -1.504
C27 0.191 0.843 -4.273

Atom charges from the natural (NBO) analysis, given in e for atoms 1 to 5:
1. C 0.06
2. H 0.22
3. O -0.54
4. C -0.25
5. C -0.16



No. 3
A molecular structure, C33H23BrCoF4N2O4P, computed with the ωB97M-V functional and the def2-TZVPD basis.

orbital gap (spin up / spin down)	6.40 / 5.34	eV
2S+1	2
expectation value of S²	1.2454
LUMO energy (spin up / spin down)	2.16 / 2.17	eV
highest occupied orbital energy (spin up / spin down)	-4.2 / -3.2	eV
ΔE to the lowest compared entry with this formula, charge and spin	30.96	kcal per mole
total charge	-1

Atoms and positions in Å:
H1 2.946 0.699 -3.836
C1 -3.910 0.116 -4.876
C2 -2.948 -0.943 -0.211
Br1 1.180 3.210 -0.912
N1 -1.456 0.669 0.688
C3 0.859 2.249 -4.922
H2 -1.419 -2.291 -0.476
C4 0.182 -4.524 1.000
H3 -4.590 1.341 -3.249
H4 -0.423 2.344 1.353
H5 -2.774 -3.300 3.202
C5 1.090 3.240 -2.789
F1 1.672 5.544 -2.692
C6 -1.940 -3.650 2.607
C7 2.638 -0.340 -3.863
C8 -0.936 1.469 1.763
H6 -1.180 -1.697 2.361
C9 1.407 4.558 -4.776
C10 0.079 0.778 2.670
C11 3.547 -1.314 -4.256
C12 1.208 -4.966 0.128
C13 -2.490 0.934 -3.117
H7 -2.948 -1.110 -6.352
C14 0.792 2.104 -3.542
H8 1.590 -4.050 -3.886
O1 0.322 1.193 3.773
C15 -1.795 -5.021 2.315
C16 1.885 -3.007 -3.897
O2 1.671 0.042 0.221
C17 1.386 4.449 -3.403
O3 0.665 -0.387 2.288
H9 -0.720 -0.930 -5.321
F2 1.693 5.722 -5.362
F3 0.656 1.205 -5.736
H10 -4.889 0.038 -5.333
C18 2.070 -4.058 -0.424
H11 -2.356 1.461 -2.177
C19 -2.568 -0.001 0.937
C20 0.983 -2.036 -3.493
H12 2.648 -1.978 -0.569
H13 4.553 -1.028 -4.538
C21 -2.821 -0.529 -5.446
F4 1.198 3.537 -6.876
H14 1.285 -6.023 -0.103
C22 1.343 -0.688 -3.490
C23 3.170 -2.649 -4.282
H15 3.879 -3.409 -4.585
H16 -2.029 -1.723 -1.879
H17 -0.003 -2.328 -3.151
C24 0.946 -0.763 0.945
H18 2.849 -4.392 -1.102
O4 -3.308 0.050 1.939
H19 -3.564 -1.740 0.206
H20 -3.562 -0.375 -0.913
C25 1.968 -2.692 -0.121
Co1 -0.089 0.011 -0.602
C26 -1.034 -2.741 2.133
N2 -1.766 -1.456 -0.939
P1 0.187 0.525 -2.760
C27 -0.760 -5.441 1.530
C28 0.066 -3.142 1.328
H21 -0.653 -6.492 1.278
H22 -1.717 1.823 2.436
C29 -1.563 -0.428 -4.864
C30 -1.384 0.309 -3.696
H23 -2.511 -5.738 2.702
C31 1.152 3.447 -5.544
C32 -3.742 0.851 -3.710
C33 1.009 -2.210 0.758

Atom charges from the natural (NBO) analysis, given in e for atoms 1 to 5:
1. H 0.20
2. C -0.21
3. C -0.30
4. Br 0.17
5. N -0.76



No. 4
A molecular structure, C44H35CoF6N8O18S2, computed with the ωB97M-V functional and the def2-TZVPD basis.

orbital gap (spin up / spin down)	8.40 / 8.35	eV
2S+1	4
expectation value of S²	3.7554
LUMO energy (spin up / spin down)	-3.35 / -3.40	eV
highest occupied orbital energy (spin up / spin down)	-11.7 / -11.7	eV
ΔE to the lowest compared entry with this formula, charge and spin	0.00	kcal per mole
total charge	+1

Atoms and positions in Å:
C1 9.608 16.982 12.524
O1 14.806 17.082 17.155
C2 15.845 18.550 12.617
C3 12.499 14.066 12.020
C4 14.744 15.488 24.296
H1 10.434 18.152 8.935
O2 17.985 12.975 16.246
O3 12.813 17.492 16.408
H2 16.180 18.925 17.691
C5 16.257 19.476 13.575
H3 5.658 15.168 18.704
H4 9.210 14.997 21.046
C6 12.780 14.355 13.369
C7 9.357 15.607 19.132
Co1 14.672 15.000 17.413
H5 7.698 16.316 11.702
H6 17.364 21.281 13.748
C8 11.333 9.976 20.917
F1 16.775 17.357 19.621
C9 8.629 16.854 11.508
H7 16.127 17.618 10.704
F2 17.517 16.506 15.212
O4 8.387 15.906 14.136
C10 14.079 16.884 22.492
N1 10.830 15.593 19.326
H8 14.619 23.009 17.605
H9 17.639 19.420 9.971
C11 17.959 16.699 19.508
H10 10.093 12.775 14.794
C12 12.671 9.874 21.191
O5 11.290 15.081 20.324
N2 14.041 12.471 18.752
F3 19.399 15.427 15.477
C13 10.045 17.928 9.897
H11 14.656 10.576 20.666
C14 10.719 13.224 14.045
H12 18.179 21.313 11.570
C15 11.389 13.270 11.727
H13 13.681 17.823 22.110
H14 15.055 15.270 25.319
C16 17.052 20.474 13.120
C17 10.498 12.873 12.713
O6 15.830 14.073 15.900
C18 6.684 15.379 18.819
C19 14.198 19.252 16.990
N3 14.012 16.080 20.206
O7 14.260 15.100 19.472
H15 11.587 17.521 12.948
C20 10.815 17.563 12.195
C21 17.223 19.521 10.966
H16 9.745 11.070 19.958
O8 17.149 14.321 20.167
H17 9.697 12.190 12.425
O9 15.197 12.506 19.113
C22 10.970 18.069 10.913
C23 13.059 11.512 19.511
O10 11.379 13.727 16.575
C24 10.812 10.973 20.024
H18 15.886 19.453 14.546
H19 11.912 18.490 10.624
O11 13.713 17.142 19.769
H20 14.825 13.765 21.326
C25 14.670 14.567 22.043
N4 13.882 17.860 16.841
F4 18.593 16.780 20.665
H21 13.550 15.040 13.590
C26 17.575 20.481 11.829
H22 16.423 21.377 18.345
N5 12.132 14.175 15.800
C27 13.207 20.151 16.605
C28 8.843 15.833 17.870
C29 13.445 21.530 16.720
H23 12.717 22.262 16.449
O12 11.516 16.177 18.455
C30 8.613 15.271 20.223
H24 13.045 9.125 21.859
N6 9.437 16.480 13.831
F5 18.715 17.305 18.651
O13 10.366 16.582 14.610
S1 17.190 14.185 16.428
H25 9.521 15.898 17.030
H26 11.282 13.015 10.678
N7 14.844 17.602 13.016
H27 15.198 13.457 23.737
C31 7.462 15.772 17.778
C32 8.887 17.231 10.192
C33 15.589 21.055 17.743
C34 7.257 15.118 20.084
C35 14.213 15.830 21.621
C36 16.402 18.488 11.342
C37 18.132 15.262 15.207
C38 13.594 10.626 20.429
C39 14.271 16.649 23.868
C40 15.404 19.648 17.508
H28 13.975 17.496 24.515
H29 10.710 9.283 21.487
F6 18.000 14.686 13.976
O14 14.100 17.215 12.140
H30 6.618 14.760 20.921
H31 13.235 14.297 11.271
C41 11.724 11.766 19.274
N8 16.976 14.869 17.790
H32 11.377 12.514 18.563
O15 13.642 13.113 17.779
O16 13.045 14.904 16.099
O17 19.248 14.540 18.854
C42 14.838 14.424 23.397
C43 11.897 13.944 14.324
H33 8.147 17.028 9.439
H34 12.265 19.774 16.204
S2 17.894 14.868 19.115
O18 14.889 17.192 14.146
H35 7.086 15.873 16.765
C44 14.646 21.970 17.357

Atom charges from the Löwdin analysis, given in e for atoms 1 to 5:
1. C -0.16
2. O -0.03
3. C -0.15
4. C -0.03
5. C -0.07



No. 5
A single C8H8N2O molecule, computed with the ωB97M-V functional and the def2-TZVPD basis.

orbital gap (spin up / spin down)	8.76 / 8.76	eV
LUMO energy (spin up / spin down)	-0.04 / -0.04	eV
highest occupied orbital energy (spin up / spin down)	-8.8 / -8.8	eV
ΔE to the lowest compared entry with this formula, charge and spin	184.08	kcal per mole

Atoms and positions in Å:
C1 -0.287 2.046 -0.098
H1 -0.500 -2.312 -0.991
O1 3.088 0.997 0.034
C2 -0.100 -1.374 -1.191
C3 1.021 -1.377 1.113
C4 1.942 1.074 -0.028
C5 -2.811 -0.184 -0.399
H2 -2.345 2.549 0.263
H3 -0.619 -0.937 -2.078
H4 1.013 -1.431 -1.555
H5 0.115 3.086 -0.121
C6 -1.578 1.925 0.126
H6 1.107 -0.678 1.920
N1 -1.196 -0.389 0.857
N2 -2.000 0.587 0.153
H7 0.472 -2.364 1.232
C7 0.645 0.899 -0.022
C8 0.048 -0.557 0.124
H8 1.986 -1.560 0.660

Atom charges from the natural (NBO) analysis, given in e for atoms 1 to 5:
1. C -0.12
2. H 0.22
3. O -0.43
4. C -0.62
5. C -0.60



No. 6
A molecular structure, C13H20BaGeN4S, computed with the ωB97M-V functional and the def2-TZVPD basis.

orbital gap	6.59	eV
LUMO energy	-0.26	eV
highest occupied orbital energy	-6.9	eV
ΔE to the lowest compared entry with this formula, charge and spin	1.01	kcal per mole

Atoms and positions in Å:
N1 -0.820 4.690 1.478
H1 -2.179 -2.938 -0.629
H2 -5.015 0.123 -2.496
C1 -0.586 3.432 1.955
H3 -0.919 5.415 2.168
H4 -0.430 4.957 0.593
H5 -1.494 -2.619 -2.223
H6 -1.331 0.579 -3.117
H7 -5.096 -1.602 -2.096
C2 -0.183 2.387 1.104
H8 -3.951 -0.833 0.892
C3 -0.604 1.976 3.693
H9 -0.046 -0.059 3.242
H10 -2.403 1.737 -2.316
N2 -0.791 3.214 3.249
H11 -0.979 1.143 -1.474
C4 -3.412 -0.039 0.372
H12 6.239 -1.498 -2.173
H13 6.936 -2.835 -0.157
C5 4.216 -1.396 -1.498
C6 -1.783 0.853 -2.161
C7 -4.457 -0.816 -2.500
C8 -1.670 -2.176 -1.233
N3 -0.001 1.162 1.562
Ge1 -2.829 -0.661 -1.408
C9 5.532 -1.771 -1.402
S1 2.435 -2.836 1.696
N4 3.279 -1.696 -0.584
H14 -4.213 -1.072 -3.531
C10 4.969 -2.835 0.664
C11 -0.209 0.943 2.866
C12 5.909 -2.514 -0.280
H15 -0.775 1.807 4.749
C13 3.628 -2.419 0.506
H16 5.219 -3.410 1.544
Ba1 0.601 -1.208 -0.031
H17 3.873 -0.821 -2.353
H18 -0.028 2.563 0.046
H19 -4.072 0.826 0.291
H20 -2.558 0.248 0.993

Atom charges from the natural (NBO) analysis, given in e for atoms 1 to 5:
1. N -0.78
2. H 0.22
3. H 0.22
4. C 0.35
5. H 0.41



No. 7
A molecular structure, C20H31BN8O4PTm, computed with the ωB97M-V functional and the def2-TZVPD basis.

orbital gap (spin up / spin down)	5.87 / 6.61	eV
2S+1	4
expectation value of S²	3.7788
LUMO energy (spin up / spin down)	-4.36 / -4.40	eV
highest occupied orbital energy (spin up / spin down)	-10.2 / -11.0	eV
total charge	+1

Atoms and positions in Å:
H1 2.248 -2.154 1.039
H2 0.613 -5.211 -3.900
H3 -1.384 4.757 5.756
H4 0.035 4.716 1.913
N1 -0.073 2.532 3.761
H5 1.105 -5.797 0.420
N2 -1.309 0.716 2.448
H6 0.543 -4.234 1.092
Tm1 0.000 0.000 0.000
C1 2.403 0.550 3.354
H7 -2.393 -3.180 -1.476
H8 0.027 5.291 -0.699
H9 -1.928 3.589 3.415
C2 0.006 3.078 -0.947
H10 -2.460 -4.742 -4.170
H11 4.175 -0.765 3.221
H12 -2.480 1.084 4.310
C3 -0.792 4.010 5.246
C4 3.049 -2.899 0.879
C5 3.248 -0.406 2.793
H13 4.114 -5.412 1.053
N3 -2.220 -0.013 0.759
C6 -1.791 -4.106 -1.596
H14 -3.070 -1.525 0.916
H15 -1.171 -3.792 -4.997
H16 4.562 -4.680 -0.533
H17 1.797 -5.156 1.956
H18 3.444 -3.166 1.883
H19 -0.704 -6.168 -3.123
P1 0.940 -2.633 -1.394
N4 2.221 -0.013 0.759
C7 0.018 4.300 -0.265
O1 -0.054 -2.834 -2.832
O2 1.783 -1.368 -1.707
C8 -1.065 3.404 4.042
C9 1.430 -4.874 0.946
C10 0.021 4.005 1.099
H20 -1.209 -4.282 -0.671
C11 -3.227 -0.386 2.828
H21 2.579 1.048 4.293
H22 -2.486 -4.968 -1.700
H23 0.932 3.692 6.572
C12 -2.684 -0.802 1.596
B1 -0.002 1.641 2.484
C13 3.731 -5.140 0.045
C14 2.677 -0.809 1.576
C15 -2.361 0.565 3.370
N5 0.001 2.147 0.000
H24 3.426 -6.072 -0.477
N6 1.324 0.718 2.460
H25 0.591 -5.483 -2.118
H26 -4.146 -0.737 3.279
H27 3.864 -2.417 0.298
N7 0.815 2.565 4.742
C16 -0.875 -3.999 -2.837
C17 -1.783 -3.866 -4.072
N8 0.006 2.607 1.208
H28 3.048 -1.530 0.881
C18 2.544 -4.165 0.146
H29 0.006 2.918 -2.017
H30 0.000 0.000 2.005
O3 2.138 -3.910 -1.194
C19 0.400 3.458 5.660
H31 -2.405 -2.948 -3.998
O4 0.000 -2.190 0.000
C20 -0.039 -5.285 -3.004

Atom charges from the natural (NBO) analysis, given in e for atoms 1 to 5:
1. H 0.24
2. H 0.23
3. H 0.24
4. H 0.25
5. N -0.36



| no. | largest force on an atom (eV/Å) | energy (hartree) |
| --- | --- | --- |
| 1 | 0.87 | -5997.60149 |
| 2 | 1.04 | -5811.36849 |
| 3 | 1.02 | -6379.49016 |
| 4 | 4.88 | -6267.52486 |
| 5 | 4.54 | -494.14043 |
| 6 | 0.30 | -3227.00445 |
| 7 | 8.39 | -2970.56447 |